Entry 1:
{"formula": "C5H11NO2", "method": "ωB97M-V/def2-TZVPD", "symbols": ["C", "N", "C", "C", "C", "C", "O", "O", "H", "H", "H", "H", "H", "H", "H", "H", "H", "H", "H"], "coordinates": [[-1.459, 0.872, -0.001], [-0.126, 0.814, 0.333], [0.568, 2.093, 0.114], [0.252, -0.822, -1.519], [0.630, -0.395, -0.108], [0.404, -1.521, 0.874], [1.211, -2.667, 0.571], [-2.076, 1.916, -0.067], [-2.025, -0.050, -0.181], [0.160, 2.802, 0.819], [0.402, 2.476, -0.895], [1.631, 1.961, 0.235], [0.873, -1.648, -1.884], [0.364, -0.020, -2.249], [-0.738, -1.271, -1.539], [1.673, -0.096, -0.093], [0.546, -1.262, 1.925], [-0.600, -1.932, 0.777], [2.151, -2.452, 0.573]], "homo_ev": -9.597, "lumo_ev": 0.686, "largest_force_ev_per_a": 1.4, "total_energy_ha": -402.3327, "homo_lumo_gap_ha": 0.378, "molar_mass_g_mol": 117.15, "de_lowest_kj_mol": 119.4, "smiles": "C[C@H](CO)N(C)C=O"}

=====

Entry 2:
{"formula": "C3H3N3O", "method": "ωB97M-V/def2-TZVPD", "symbols": ["N", "C", "N", "N", "O", "C", "C", "H", "H", "H"], "coordinates": [[-1.529, -1.840, 1.477], [-1.020, -0.874, 0.940], [1.129, -1.076, -0.842], [0.700, -0.003, -0.455], [2.398, 1.525, -0.956], [1.238, 1.266, -1.001], [-0.398, 0.190, 0.479], [-2.335, -2.267, 1.028], [0.459, 1.888, -1.479], [-0.642, 1.192, 0.808]], "homo_ev": -8.455, "lumo_ev": 0.093, "largest_force_ev_per_a": 0.8, "total_energy_ha": -355.4659, "homo_lumo_gap_ha": 0.314, "molar_mass_g_mol": 97.08, "de_lowest_kj_mol": 456.8}

=====

Entry 3:
{"formula": "C40H27AuF15GeN4S3", "method": "ωB97M-V/def2-TZVPD", "symbols": ["Au", "C", "N", "C", "C", "N", "C", "S", "C", "C", "C", "C", "C", "N", "H", "H", "H", "H", "H", "H", "H", "H", "H", "C", "C", "C", "C", "C", "C", "C", "C", "N", "C", "C", "C", "C", "H", "H", "H", "H", "H", "H", "H", "H", "H", "H", "H", "H", "H", "H", "H", "H", "H", "H", "S", "C", "F", "C", "C", "C", "F", "C", "F", "C", "F", "C", "F", "Ge", "S", "C", "C", "F", "C", "F", "C", "F", "C", "F", "C", "F", "C", "C", "F", "C", "F", "C", "F", "C", "F", "C", "F"], "coordinates": [[-0.521, 0.000, -0.095], [0.416, 0.554, 5.176], [1.509, 0.479, 4.221], [2.840, 0.288, 4.536], [3.519, 0.225, 3.391], [2.604, 0.379, 2.338], [1.335, 0.537, 2.873], [-0.199, 0.821, 2.246], [3.026, 0.351, 0.972], [4.390, 0.307, 0.685], [4.790, 0.289, -0.636], [3.834, 0.335, -1.636], [2.509, 0.374, -1.252], [2.109, 0.365, 0.026], [0.834, 0.537, 6.179], [-0.262, -0.287, 5.037], [-0.153, 1.470, 5.025], [3.190, 0.219, 5.552], [4.571, 0.083, 3.248], [5.141, 0.296, 1.458], [5.845, 0.243, -0.876], [4.101, 0.339, -2.685], [1.719, 0.415, -1.995], [-5.874, -4.637, -0.131], [-5.072, -3.360, -0.207], [-5.709, -2.134, -0.412], [-4.983, -0.938, -0.455], [-5.705, 0.379, -0.590], [-3.617, -0.984, -0.315], [-2.899, -2.214, -0.162], [-3.700, -3.398, -0.082], [-1.558, -2.119, -0.134], [-0.527, -3.178, -0.082], [-0.928, -4.662, -0.091], [0.365, -2.956, -1.317], [0.303, -2.943, 1.191], [-6.940, -4.422, -0.053], [-5.581, -5.235, 0.734], [-5.717, -5.248, -1.023], [-6.788, -2.102, -0.531], [-6.649, 0.260, -1.122], [-5.094, 1.109, -1.123], [-5.927, 0.779, 0.403], [-3.043, -0.064, -0.329], [-3.260, -4.360, 0.088], [-1.520, -4.913, -0.972], [-1.461, -4.951, 0.815], [-0.012, -5.253, -0.134], [-0.210, -3.113, -2.232], [1.203, -3.656, -1.299], [0.757, -1.936, -1.339], [-0.329, -3.030, 2.079], [0.747, -1.944, 1.186], [1.104, -3.683, 1.251], [-1.140, 0.380, -3.228], [-0.790, 1.197, -1.877], [-2.385, 2.668, 2.959], [-3.634, 3.061, 2.636], [-3.861, 3.665, 1.410], [-5.169, 4.005, 1.123], [-5.495, 4.561, -0.051], [-6.196, 3.790, 2.021], [-7.453, 4.124, 1.721], [-5.925, 3.205, 3.242], [-6.909, 2.983, 4.106], [-4.634, 2.827, 3.556], [-4.381, 2.235, 4.724], [-2.214, 3.844, 0.235], [-0.413, 2.800, -1.596], [-2.863, 4.917, -1.328], [-2.569, 6.215, -1.695], [-1.902, 7.037, -0.872], [-2.920, 6.727, -2.931], [-2.615, 7.984, -3.258], [-3.573, 5.926, -3.845], [-3.891, 6.407, -5.042], [-3.887, 4.620, -3.519], [-4.509, 3.841, -4.403], [-3.529, 4.151, -2.276], [-3.838, 2.873, -1.977], [-1.275, 5.172, 1.416], [-1.902, 6.302, 1.913], [-3.165, 6.585, 1.568], [-1.273, 7.172, 2.780], [-1.899, 8.252, 3.250], [0.022, 6.906, 3.182], [0.641, 7.735, 4.017], [0.673, 5.779, 2.722], [1.916, 5.517, 3.137], [0.017, 4.932, 1.851], [0.676, 3.843, 1.435]], "homo_ev": [-6.572, -7.470], "lumo_ev": [0.019, -1.610], "largest_force_ev_per_a": 0.8, "total_energy_ha": -6664.4704, "homo_lumo_gap_ha": [0.242, 0.215], "multiplicity": 4, "molar_mass_g_mol": 1214.43, "de_lowest_kj_mol": 58.0}